This record from the OMol25 dataset describes a 2-piece molecular cluster, C4H7F2N overall in a non-equilibrium geometry. The level of theory is the ωB97M-V functional and the def2-TZVPD basis.

Each line ends with the natural charge from an NBO analysis.
Cartesian coordinates (Å):
C: -2.1525 0.4620 -0.0273  0.5955
C: 1.5202 0.1351 0.9219  -0.6191
C: 1.1584 -0.1550 -0.5699  -0.5192
C: 0.0610 -1.1604 -0.5565  0.3307
N: -1.8964 1.6443 -0.0468  -0.7730
F: -3.3860 -0.1570 0.0828  -0.3681
F: 0.0298 -2.0664 0.4243  -0.3307
H: 2.4811 0.6006 0.7632  0.2123
H: 1.7739 -0.8129 1.3579  0.2167
H: 0.6990 0.7177 1.2632  0.2338
H: 0.6514 0.6642 -1.1791  0.2546
H: 1.9235 -0.7318 -1.0381  0.2195
H: -0.2712 -1.4849 -1.6504  0.1717
H: -2.5923 2.3443 0.2549  0.3753

Atomic forces in eV per Å
C 0.080 -2.493 -0.735
C 1.191 -0.027 -3.287
C -2.762 -0.515 1.339
C -2.019 0.247 -2.456
N 0.108 1.628 0.719
F 0.950 0.595 0.189
F -0.024 0.067 -0.774
H 0.136 1.055 0.951
H -0.554 -0.241 0.745
H -0.148 0.422 1.177
H 1.489 -0.596 0.729
H 1.157 0.272 -0.899
H 0.285 0.048 2.749
H 0.112 -0.462 -0.447

## Properties
- spin multiplicity = 1
- HOMO level (alpha / beta) (Ha) = -0.3002 / -0.3350
- charge = 0
- E (a.u.) = -410.91463
- lowest unoccupied orbital energy (alpha / beta) (eV) = -0.6 / 0.5
- frontier orbital gap (alpha / beta) (eV) = 7.53 / 9.64